DFT (ωB97M-V/def2-TZVPD) results for a molecular structure, C38H99N5O12.

- Electronic energy: -2682.475716 hartree
- Orbital gap: 7.39 eV
- Charge: 0
- Energy above the lowest of the compared OMol25 structures with the same formula, charge and spin: 799.2 kcal per mole
- HOMO energy: -6.964 eV

Atoms and positions in Å:
H 1.45 -1.55 -5.24
H -4.73 0.77 2.05
C -0.37 -2.93 0.46
O -2.73 -3.10 -0.30
C -2.31 2.90 -2.43
H 1.54 -6.17 -7.95
H -2.01 3.92 1.18
H -3.23 2.76 -0.39
H -3.81 -0.53 2.84
H -1.44 2.46 -2.93
H 2.05 -4.05 -3.78
H -2.49 -0.86 0.87
H -6.84 -3.68 4.12
C -3.32 -0.79 0.17
H -2.46 1.31 -0.87
C -4.63 -0.31 2.16
C -2.51 -4.16 -1.17
C 3.36 -0.87 -2.98
H -7.77 -2.53 3.09
H -3.48 -4.51 -1.50
C 0.93 -3.51 -6.07
N 0.69 1.21 2.35
H 1.65 3.56 2.60
C 5.33 1.23 -0.63
O 3.78 -2.08 -3.55
O 4.33 2.21 -0.48
H -7.20 -2.02 4.74
C 0.21 -0.01 -0.34
H 0.63 0.73 -1.85
N 0.88 2.38 0.66
H 1.13 -3.52 3.90
H 6.30 1.72 -0.76
O -2.13 4.31 -2.42
H 1.07 1.87 1.51
H 0.72 0.94 7.28
H 1.96 1.99 7.91
C 4.61 -0.06 -2.76
H 4.31 0.98 -2.65
H -4.53 2.92 -2.68
C -1.24 3.20 1.46
H 0.39 -2.21 0.75
O -1.11 3.00 2.90
H 0.06 -3.78 -5.48
H -0.02 -3.91 0.78
C -1.43 4.10 3.78
C -2.13 -0.15 3.30
H -1.62 2.28 1.01
H -1.81 -3.89 -1.97
H 2.04 -0.26 2.53
H -4.00 -2.09 -1.58
C 1.03 -5.26 -7.65
C 3.09 1.61 -0.22
H -0.08 -3.41 -3.48
H -0.78 4.97 3.68
C -3.14 -1.89 -0.94
H 1.58 -1.53 -2.25
H 3.30 1.16 0.75
H -3.71 1.58 -3.35
C 2.06 -1.31 2.82
H 1.49 -0.80 4.82
H 0.64 -2.95 -6.96
H 3.13 3.21 3.57
H 1.67 1.38 -5.07
H -0.01 1.93 2.29
H -0.43 3.24 -2.74
C -3.62 2.66 -3.23
H -0.59 -2.24 3.33
H -6.15 -0.12 3.62
H 2.76 0.92 -1.00
H 2.84 2.44 2.00
C 1.25 -1.60 4.11
H -1.79 0.83 0.09
H 5.08 0.58 -1.46
H 2.36 0.70 3.39
H 2.22 -0.95 -0.32
H 2.84 -2.54 -5.64
C 1.45 -0.58 0.35
H 0.40 -1.76 -3.06
C -0.28 -1.40 3.95
H -2.29 -1.55 -1.52
H 0.14 2.37 4.68
H 5.31 -0.11 -3.59
H 0.16 0.41 2.67
H 0.43 0.68 4.91
H -1.41 -0.63 0.89
H 2.46 -3.10 4.72
H -4.53 -2.01 1.12
H -2.46 0.86 3.06
C 2.15 2.77 0.01
O 1.80 1.93 5.82
C 2.46 -1.04 -1.84
H 1.87 -1.79 1.86
H 1.04 4.24 -2.64
H 2.63 3.45 0.71
H 0.97 2.87 -4.93
C 1.75 2.28 -4.45
O 0.64 1.17 -0.96
C 1.25 1.88 7.09
C -0.95 0.29 0.53
H 1.74 -2.88 -1.21
H -0.01 4.20 0.03
C 1.45 2.16 -2.97
H 5.13 -0.39 -1.86
H -1.29 -2.63 0.96
C -7.01 -2.64 3.86
H 0.73 1.84 -0.28
N -4.61 -1.04 0.86
H -2.52 -0.81 2.53
C -2.39 2.39 -0.97
O -0.38 -2.91 -1.03
C 0.08 3.58 0.92
H -1.51 2.75 -0.43
H 2.72 2.70 -4.72
H 3.08 -1.52 3.13
H 0.69 4.25 1.54
O 0.87 0.87 -2.77
C 1.83 -2.57 -5.25
H -2.00 -4.92 -0.59
C 1.67 1.54 3.38
H 0.53 3.10 -1.30
H 3.06 -2.63 -3.88
H -2.46 4.42 3.63
H 2.83 -0.32 -3.76
H 1.20 -1.42 0.99
H 5.46 0.56 0.22
H 0.60 2.74 7.25
O -0.73 -0.16 3.44
C 0.93 1.63 4.73
H 2.01 3.40 -0.86
H 2.91 -1.64 -1.05
C 0.73 -2.80 -3.08
H -0.62 0.71 1.48
H 1.00 -4.39 -1.56
H -6.68 -0.61 2.09
H -3.66 3.14 -4.21
H -1.31 3.77 4.81
N 1.99 -3.05 -3.83
H 0.02 -5.58 -7.40
C -5.88 -0.80 2.81
H -2.61 -0.45 4.23
C 0.60 3.28 -2.37
C 2.37 2.80 2.91
H 1.98 0.13 0.98
H 2.43 2.20 -2.49
O -5.79 -2.12 3.22
H -3.31 0.24 -0.20
H -0.81 -1.45 4.90
H 1.08 -4.61 -8.52
H 2.12 -0.05 -1.53
O 1.58 -4.67 -6.51
H -0.15 -0.69 -1.10
N 1.47 -2.92 4.64
C 0.84 -3.32 -1.64
H -2.04 4.54 -3.35